# 1
This record from the OMol25 dataset describes C17H24AlF7KMgN4O3P as an isolated structure at a distorted geometry. The level of theory is wB97M-V/def2-TZVPD.

Each line ends with the Löwdin charge.
Element x y z (Å)
C: -2.30612 -1.93837 1.05023  -0.007
C: -1.15885 -2.29214 2.08486  -0.216
C: -1.54513 -3.09022 3.38690  -0.099
C: -0.37799 -3.39103 4.38714  0.024
C: 1.10215 -2.90885 4.08272  0.099
C: 1.41198 -2.11474 2.75533  0.040
C: 0.28723 -1.79202 1.73026  0.083
H: -3.28437 -2.03131 1.68288  -0.304
H: -2.20035 -0.77904 0.89945  0.062
H: -2.62220 -3.43038 3.58036  0.082
H: -0.66115 -3.98014 5.32986  0.119
H: 1.93229 -3.13396 4.83321  0.133
H: 2.47079 -1.77116 2.49257  0.100
H: 0.54180 -1.21802 0.77430  0.119
Al: -5.07243 -2.48062 1.47562  1.036
F: 3.91359 -4.08369 1.87923  -0.184
P: 4.33221 -3.58653 0.40882  0.181
F: 3.42209 -2.29299 0.67976  -0.222
F: 5.53366 -2.78269 1.10997  -0.178
F: 3.75863 -5.06546 0.19150  -0.164
F: 5.64162 -4.06877 -0.37304  -0.155
F: 3.71087 -3.21841 -1.02355  -0.178
C: -1.51450 -0.33645 -2.78141  -0.806
O: -2.72183 -0.49154 -2.74086  0.087
N: -0.85586 -0.03613 -3.92234  -0.055
N: -0.72523 -0.44703 -1.69200  0.184
H: 0.14190 0.09818 -3.97661  0.113
H: -1.41085 0.05730 -4.76347  0.096
H: -1.17844 -0.66986 -0.81961  0.063
H: 0.27260 -0.32136 -1.70592  0.116
O: -3.42929 1.01037 0.28653  -0.324
H: -3.54858 0.76016 1.20151  -0.152
N: -5.19431 6.00937 -2.22686  0.068
C: -4.21413 5.15090 -2.54679  -0.154
C: -3.96449 3.97439 -1.85858  -0.088
C: -4.76973 3.66386 -0.77275  -0.074
C: -5.78966 4.53500 -0.41881  -0.062
C: -5.96075 5.68555 -1.17343  -0.133
H: -3.60892 5.43857 -3.40135  0.100
H: -3.15920 3.31649 -2.16402  0.043
H: -4.60311 2.75086 -0.20839  0.065
H: -6.43760 4.32553 0.42316  0.103
H: -6.74675 6.39610 -0.93846  0.111
F: -1.10807 -0.69752 3.89042  -0.502
K: -1.09759 1.93923 -3.29033  1.062
O: -2.35066 -0.25307 -7.20260  -0.038
H: -2.84610 0.22616 -6.52554  0.027
H: -1.68824 0.38253 -7.50458  0.044
Mg: -3.05636 -0.99433 4.25417  1.168
N: 5.15787 1.16426 1.14126  0.047
C: 5.90950 0.11290 1.58637  -0.033
C: 7.19584 0.26786 1.09618  -0.013
C: 7.21565 1.45311 0.33824  -0.035
C: 5.94275 1.99203 0.38336  -0.044
H: 4.18091 1.30791 1.34017  0.155
H: 5.47394 -0.65460 2.20816  0.123
H: 8.02290 -0.40380 1.27168  0.126
H: 8.06121 1.87415 -0.18514  0.117
H: 5.53461 2.88850 -0.05912  0.127

Properties
- LUMO (eV) = -10.489
- energy relative to the best compared isomer or geometry (same formula, charge and spin) (kcal per mole) = 94.3
- max |F| (Eh/bohr) = 0.149
- Kohn-Sham gap (Eh) = 0.056
- charge = +2
- multiplicity = 1
- E (eV) = -86770.6920
- E_HOMO (eV) = -12.0


# 2
This record from the OMol25 dataset describes a 3-piece molecular cluster, CH4N2O2S overall at a distorted geometry. The level of theory is wB97M-V/def2-TZVPD.

Each line ends with the natural charge from an NBO analysis.
Element x y z (Å)
C: -0.00058 0.06861 -0.09607  0.370
N: 1.34871 -1.63260 -0.72906  0.326
N: -0.19226 -0.40875 1.02221  -0.652
O: 1.98250 -2.22606 -1.54218  -0.263
O: 0.89766 -0.47395 -1.11915  -0.353
S: -0.63705 1.68917 -0.47777  0.061
H: -1.60403 1.02188 1.71478  0.000
H: -2.20899 1.65192 1.98287  -0.013
H: 0.43642 -1.27048 0.96129  0.375
H: -0.02237 1.58027 -1.71692  0.148

Properties
- LUMO (eV) = -0.471
- energy relative to the best compared isomer or geometry (same formula, charge and spin) (kcal per mole) = 110.2
- max |F| (Eh/bohr) = 0.077
- Kohn-Sham gap (Eh) = 0.359
- charge = 0
- multiplicity = 1
- E (eV) = -19007.1451
- E_HOMO (eV) = -10.2


# 3
This record from the OMol25 dataset describes C26H79AsF6N17O11 as an isolated structure at a distorted geometry. The level of theory is wB97M-V/def2-TZVPD.

Each line ends with the Löwdin charge.
Element x y z (Å)
As: -6.95916 15.39969 -17.49534  0.932
F: -5.82743 16.33692 -18.49151  -0.354
F: -5.56572 14.45749 -16.78892  -0.375
F: -8.16815 14.32295 -16.64816  -0.362
F: -8.36529 16.49896 -17.99320  -0.365
F: -7.13782 14.33343 -18.86648  -0.335
F: -6.97721 16.39527 -15.98575  -0.384
C: -2.16403 15.58676 -16.26498  -0.770
O: -1.21465 16.33433 -16.39653  -0.001
N: -2.12065 14.28067 -16.30451  0.163
N: -3.39843 15.96755 -15.99887  0.194
H: -1.27486 13.73720 -16.40130  0.106
H: -3.01504 13.86810 -16.08100  0.085
H: -3.41851 16.97353 -15.91113  0.066
H: -4.28848 15.49483 -15.93211  0.057
C: -10.91286 19.14216 -17.97009  -0.749
O: -11.43444 18.48772 -17.02033  0.005
N: -9.98936 18.85205 -18.78076  0.196
N: -11.32460 20.37333 -18.17096  0.125
H: -9.82033 19.44698 -19.57924  0.050
H: -9.63391 17.91008 -18.86107  0.079
H: -11.93762 20.73467 -17.45420  0.102
H: -10.78519 20.94301 -18.80704  0.067
C: -10.64594 16.93029 -14.29633  -0.907
O: -11.47116 16.43353 -15.02105  0.044
N: -9.39026 16.84384 -14.42559  0.216
N: -10.99667 17.65123 -13.37162  0.161
H: -8.84868 16.43117 -15.17158  0.085
H: -8.83747 17.36097 -13.75694  0.089
H: -11.97380 17.74903 -13.13550  0.124
H: -10.28239 17.70738 -12.65974  0.106
C: -10.43644 12.74291 -14.36280  -0.844
O: -11.29278 13.51483 -14.62128  0.097
N: -9.47585 12.41944 -15.22512  0.171
N: -10.25550 12.15181 -13.26983  0.151
H: -9.29805 12.99143 -16.03834  0.058
H: -8.77565 11.76048 -14.91597  0.094
H: -9.29948 11.98495 -12.99008  0.107
H: -11.02304 12.10795 -12.61481  0.116
C: -6.05427 17.72177 -13.30231  -0.848
O: -5.73735 18.26990 -12.29480  0.016
N: -6.30773 18.31429 -14.45564  0.174
N: -6.06697 16.45385 -13.40168  0.202
H: -6.55772 17.75760 -15.26044  0.046
H: -5.93222 19.24174 -14.59319  0.086
H: -5.80791 15.84456 -12.63894  0.089
H: -6.25378 16.24733 -14.37253  0.072
C: -10.39049 15.86281 -21.06517  -0.784
O: -11.09843 15.95077 -20.09684  0.051
N: -9.12673 15.49057 -20.97086  0.196
N: -10.86635 16.01403 -22.28070  0.149
H: -8.45083 15.39940 -21.71581  0.100
H: -8.89743 15.35538 -19.99657  0.072
H: -10.27570 16.14095 -23.09010  0.090
H: -11.85519 15.93329 -22.46990  0.106
C: -5.86511 11.51995 -18.24410  -0.088
C: -6.79529 11.03556 -19.36943  -0.388
C: -5.92003 10.36841 -20.43391  -0.225
O: -6.71010 10.29859 -21.61060  -0.190
C: -6.00716 9.97567 -22.82117  -0.103
N: -7.55936 9.92935 -18.73108  0.018
H: -5.16598 10.70683 -18.04875  0.068
H: -6.34108 12.01382 -17.39697  0.062
H: -5.18509 12.30206 -18.58172  0.063
H: -7.53924 11.78043 -19.65193  0.124
H: -5.42307 9.47476 -20.05638  0.120
H: -5.01344 10.94075 -20.63038  0.115
H: -5.61298 10.88491 -23.27503  0.084
H: -6.67977 9.35406 -23.41218  0.079
H: -5.17128 9.30498 -22.62225  0.073
H: -8.33370 10.25670 -18.17131  0.052
H: -7.95377 9.33449 -19.44569  0.053
C: -10.94705 12.03387 -19.66906  -0.066
C: -11.59015 12.69741 -18.49116  -0.465
C: -11.90767 11.66768 -17.36494  -0.233
O: -12.67518 12.28599 -16.39902  -0.182
C: -13.12747 11.31534 -15.45197  -0.115
N: -10.86547 13.76704 -17.99446  0.100
H: -11.70434 11.39015 -20.11652  0.063
H: -10.14429 11.33062 -19.44740  0.058
H: -10.62810 12.76296 -20.41392  0.072
H: -12.55927 13.08146 -18.80962  0.142
H: -11.02861 11.30537 -16.83195  0.109
H: -12.51723 10.91062 -17.85831  0.108
H: -13.84156 11.83952 -14.81682  0.085
H: -12.34960 10.90673 -14.80694  0.073
H: -13.70207 10.53925 -15.95756  0.071
H: -9.89193 13.49845 -18.00766  0.053
H: -10.88393 14.49095 -18.69852  0.043
C: -4.83556 18.77849 -17.58213  -0.068
C: -4.47108 20.00542 -16.75437  -0.432
C: -3.18391 19.71751 -15.87013  -0.153
O: -3.50389 18.66374 -14.92820  -0.234
C: -2.49822 18.34036 -13.93432  -0.072
N: -4.37794 21.15625 -17.60317  0.031
H: -4.07239 18.49438 -18.30668  0.092
H: -5.81119 18.90562 -18.05123  0.079
H: -5.02041 17.93020 -16.92310  0.034
H: -5.27480 20.29371 -16.07686  0.111
H: -2.91683 20.62438 -15.32757  0.109
H: -2.34257 19.57527 -16.54840  0.119
H: -2.13523 19.19332 -13.36092  0.082
H: -1.61708 17.94511 -14.43978  0.068
H: -2.86339 17.50315 -13.33949  0.071
H: -4.46414 20.90517 -18.57766  0.050
H: -3.40957 21.42994 -17.51688  0.051
C: -7.35036 21.24593 -20.21471  -0.055
C: -8.11207 20.53048 -21.31414  -0.375
C: -7.82149 18.97594 -21.55348  -0.186
O: -6.46790 18.85424 -21.90306  -0.214
C: -5.95905 17.53193 -21.86132  -0.081
N: -9.57042 20.76377 -21.12492  0.013
H: -7.85711 21.47157 -19.27641  0.084
H: -7.22339 22.22140 -20.68420  0.064
H: -6.33985 20.83769 -20.23174  0.069
H: -7.77736 21.05569 -22.20870  0.116
H: -8.46672 18.52614 -22.30811  0.108
H: -7.97788 18.31051 -20.70445  0.106
H: -4.98199 17.46148 -22.33934  0.092
H: -6.68713 16.97808 -22.45399  0.059
H: -6.17707 17.11008 -20.88020  0.077
H: -10.16793 20.22716 -21.73740  0.075
H: -9.84343 21.72141 -21.29368  0.074
C: -4.48980 13.17949 -13.50954  -0.059
C: -3.40754 13.39309 -12.48846  -0.427
C: -3.15160 14.76669 -11.72274  -0.121
O: -4.45736 15.18122 -11.22637  -0.226
C: -4.57108 15.21957 -9.81516  -0.098
N: -3.50432 12.33272 -11.50469  0.029
H: -4.37529 13.94584 -14.27615  0.045
H: -5.51622 13.35566 -13.18778  0.082
H: -4.40811 12.22547 -14.03039  0.085
H: -2.44920 13.23559 -12.98329  0.122
H: -2.56708 15.52953 -12.23705  0.105
H: -2.48494 14.55730 -10.88619  0.097
H: -3.63789 15.47594 -9.31363  0.078
H: -4.71876 14.17593 -9.53745  0.071
H: -5.35751 15.90504 -9.49930  0.096
H: -4.29792 12.69571 -10.99623  0.049
H: -2.75150 12.48928 -10.84984  0.058

Properties
- LUMO (spin up / spin down) (eV) = 3.881 / 3.858
- energy relative to the best compared isomer or geometry (same formula, charge and spin) (kcal per mole) = 106.1
- max |F| (Eh/bohr) = 0.225
- Kohn-Sham gap (spin up / spin down) (Eh) = 0.107 / 0.243
- charge = -2
- expectation value of S² = 0.7521
- multiplicity = 2
- E (eV) = -153241.9015
- E_HOMO (spin up / spin down) (eV) = 1.0 / -2.7


# 4
This record from the OMol25 dataset describes a 6-piece molecular cluster, CH14O6 overall at a distorted geometry. The level of theory is wB97M-V/def2-TZVPD.

Each line ends with the natural charge from an NBO analysis.
Element x y z (Å)
C: 2.53469 -7.36041 7.47577  -0.264
O: 1.36795 -7.09005 8.29700  -0.804
H: 2.42829 -6.85614 6.53505  0.187
H: 3.50189 -7.11298 7.92818  0.170
H: 2.59245 -8.40283 7.22746  0.180
H: 1.08607 -6.19036 8.11243  0.502
O: 0.62719 -10.04325 8.25602  -0.955
H: 1.08289 -10.76068 8.69312  0.480
H: 0.99142 -9.26056 8.65930  0.485
O: 0.27028 -4.67280 8.10712  -0.992
H: -0.50116 -5.28656 7.98944  0.502
H: 0.21301 -4.26760 8.97436  0.489
O: -1.38551 -6.69962 8.17880  -0.987
H: -2.18723 -7.06779 7.73025  0.502
H: -0.67724 -7.39048 8.16493  0.521
O: 0.08443 -6.26785 5.55840  -0.952
H: -0.64161 -6.35104 6.18414  0.472
H: 0.33898 -5.38278 5.78785  0.479
O: -0.02536 -9.06330 5.71180  -0.982
H: 0.30087 -8.23339 5.33608  0.486
H: 0.35312 -9.20636 6.57219  0.481

Properties
- SMILES string = CO.O.O.O.O.O
- LUMO (eV) = 0.406
- energy relative to the best compared isomer or geometry (same formula, charge and spin) (kcal per mole) = 11.9
- max |F| (Eh/bohr) = 0.038
- Kohn-Sham gap (Eh) = 0.401
- charge = 0
- multiplicity = 1
- E (eV) = -13549.1430
- E_HOMO (eV) = -10.5


# 5
This record from the OMol25 dataset describes one molecule with the formula CH3ClIN at a distorted geometry. The level of theory is wB97M-V/def2-TZVPD.

Each line ends with the natural charge from an NBO analysis.
Element x y z (Å)
C: -0.43703 -0.13041 0.01790  -0.510
N: -1.42014 -1.09240 0.34313  -0.301
Cl: -1.66222 -1.15935 1.97390  0.204
I: -3.45796 0.01722 -0.83953  -0.083
H: -0.35661 -0.18546 -1.03545  0.225
H: -0.83613 0.90729 0.38724  0.247
H: 0.49052 -0.57445 0.52397  0.218

Properties
- LUMO (spin up / spin down) (eV) = 0.827 / -2.879
- energy relative to the best compared isomer or geometry (same formula, charge and spin) (kcal per mole) = 9.0
- max |F| (Eh/bohr) = 0.043
- Kohn-Sham gap (spin up / spin down) (Eh) = 0.357 / 0.239
- charge = 0
- expectation value of S² = 2.0083
- multiplicity = 3
- E (eV) = -23195.1584
- E_HOMO (spin up / spin down) (eV) = -8.9 / -9.4


# 6
This record from the OMol25 dataset describes C20H26AsF3N3NiOS6Sb as an isolated structure. The level of theory is wB97M-V/def2-TZVPD.

Each line ends with the natural charge from an NBO analysis.
Element x y z (Å)
Ni: 0.11740 -0.09430 -0.42215  1.030
F: -2.16663 -4.82517 -1.33025  -0.298
C: -1.86659 -5.01857 -0.04897  0.986
F: -1.12279 -6.16586 0.01503  -0.350
F: -3.04293 -5.33530 0.58559  -0.356
C: -1.17391 -3.88424 0.64501  -0.262
C: -0.89615 -4.10541 1.97890  -0.112
C: -0.26553 -3.14172 2.75499  -0.359
C: 0.06068 -1.95785 2.11403  0.076
N: -0.20132 -1.72636 0.84272  -0.590
C: -0.81853 -2.64565 0.03227  0.071
S: -1.02630 -2.09720 -1.55147  -0.192
H: -1.18116 -5.05405 2.42067  0.209
H: -0.03597 -3.29882 3.79838  0.209
H: 0.55846 -1.14672 2.64060  0.195
S: 1.52313 -0.39878 -4.57236  -0.786
As: 1.92225 0.71022 -2.81484  0.990
S: 0.02539 1.59564 -1.97049  -0.867
S: 2.31305 -0.61435 -1.06023  -0.816
S: 3.37553 2.27848 -2.95346  -0.838
C: -5.59718 4.77840 1.60449  -0.615
C: -5.21303 3.90370 0.41666  -0.403
C: -3.75744 3.45475 0.44926  -0.232
N: -3.48166 2.61123 1.60157  -0.600
C: -3.10701 1.32022 1.52798  0.244
S: -2.75420 0.48380 0.16102  -0.087
N: -2.92906 0.70295 2.78563  -0.662
C: -3.56026 0.92638 3.98501  0.648
O: -3.05139 0.62070 5.04543  -0.582
C: -4.97488 1.45351 3.94931  -0.079
C: -5.40878 2.23772 5.01207  -0.204
C: -6.72336 2.67811 5.05303  -0.223
C: -7.60665 2.31106 4.04648  -0.208
C: -7.17911 1.50944 2.99583  -0.207
C: -5.86011 1.08536 2.93909  -0.206
H: -6.60792 5.17678 1.50055  0.206
H: -4.91368 5.62595 1.70026  0.200
H: -5.57283 4.21823 2.54283  0.202
H: -5.37812 4.44633 -0.51737  0.206
H: -5.85144 3.01672 0.38270  0.203
H: -3.08558 4.31569 0.48385  0.202
H: -3.49746 2.87685 -0.43588  0.263
H: -3.56225 3.03590 2.50984  0.393
H: -2.19299 0.00743 2.79371  0.445
H: -4.70829 2.48347 5.79910  0.232
H: -7.05978 3.29915 5.87356  0.209
H: -8.63489 2.64977 4.08108  0.208
H: -7.86915 1.21626 2.21534  0.215
H: -5.52142 0.46164 2.12111  0.242
C: 1.23198 2.05161 3.40374  -1.032
Sb: 0.92592 1.78687 1.25213  1.094
C: -0.15089 3.63417 1.10951  -1.019
C: 2.83465 2.50608 0.70459  -1.004
H: 1.58271 3.07041 3.57432  0.207
H: 1.98203 1.35196 3.77249  0.213
H: 0.30413 1.89128 3.95458  0.209
H: 0.56700 4.45397 1.16087  0.217
H: -0.85852 3.72192 1.93622  0.194
H: -0.66319 3.66183 0.15093  0.246
H: 3.01780 3.44277 1.23584  0.193
H: 2.86658 2.64826 -0.37851  0.296
H: 3.58360 1.75992 0.96617  0.235

Properties
- LUMO (spin up / spin down) (eV) = 3.355 / 3.355
- energy relative to the best compared isomer or geometry (same formula, charge and spin) (kcal per mole) = 49.9
- max |F| (Eh/bohr) = 0.018
- Kohn-Sham gap (spin up / spin down) (Eh) = 0.159 / 0.158
- charge = -2
- expectation value of S² = 2.0136
- multiplicity = 3
- E (eV) = -209268.2877
- E_HOMO (spin up / spin down) (eV) = -1.0 / -0.9